1.
117
Properties=species:S:1:pos:R:3:forces:R:3 method="wB97M-V/def2-TZVPD" mol_weight_g_mol=1045.079 e_above_lowest_kj_mol=0.0 lumo_ev=0.27 energy_ha=-4653.6170 homo_ev=-9.1172
F -19.34829 -6.59156 5.66064 0.1 0.7 -0.7
C -18.87795 -7.44152 6.57489 0.1 0.1 -0.3
C -19.65296 -8.58006 6.75109 0.1 1.1 0.9
C -19.34632 -9.35420 7.84119 0.1 -0.9 0.9
C -18.18955 -9.11844 8.62991 -0.8 -0.5 -0.9
C -17.38677 -8.04804 8.27337 0.1 -0.7 0.3
C -17.71949 -7.14208 7.27732 -1.0 -1.5 0.2
H -20.59970 -8.67110 6.22861 0.3 -0.1 -0.1
H -20.08528 -10.12898 8.06232 0.6 -0.1 0.3
H -17.88043 -9.81096 9.42414 -0.3 0.4 -0.3
H -16.44130 -7.96635 8.77082 0.3 0.4 0.3
H -17.05981 -6.33590 7.11631 0.2 1.0 -0.6
F -12.78751 -13.53098 11.82297 0.4 0.8 0.4
C -12.94635 -14.60388 11.05260 -1.3 -0.2 0.6
C -11.95352 -14.98187 10.19502 0.8 1.0 -0.3
C -12.25287 -16.07988 9.44046 -1.1 -1.8 -0.2
C -13.42413 -16.83466 9.59216 -0.4 0.1 0.2
C -14.42923 -16.40840 10.47888 0.4 -0.9 -0.6
C -14.17254 -15.26376 11.19583 0.3 -0.1 0.3
H -11.01883 -14.38766 10.06032 -1.0 -0.6 0.3
H -11.62331 -16.49551 8.70747 1.2 0.0 -0.7
H -13.54282 -17.76521 9.02193 0.0 0.5 0.2
H -15.36193 -16.98815 10.62845 0.7 0.5 -0.2
H -14.91182 -14.96415 11.92019 0.1 0.5 0.2
F -14.50974 -13.92754 14.65553 1.3 -1.0 0.4
C -15.50622 -13.14625 14.31364 -0.8 2.0 -0.9
C -15.27212 -12.06337 13.44870 0.9 -1.6 -0.2
C -16.37666 -11.32831 13.06780 -0.7 0.2 0.4
C -17.69120 -11.61163 13.53285 1.2 -0.6 0.4
C -17.86293 -12.61830 14.50549 0.5 0.7 -1.2
C -16.73008 -13.35899 14.87381 -1.2 -0.3 0.6
H -14.23602 -12.03268 13.00693 -1.3 0.6 0.5
H -16.21401 -10.43916 12.48374 -0.1 0.0 -0.5
H -18.51718 -11.06148 13.10618 0.0 0.1 0.3
H -18.86217 -12.81885 14.89848 0.4 -0.1 0.0
H -16.79992 -14.12801 15.62575 -0.1 -0.2 0.1
F -18.24369 -17.42133 7.99045 0.2 0.7 0.6
C -18.08120 -16.59902 9.08658 0.5 0.7 -1.2
C -18.26856 -17.14750 10.31368 -0.5 0.1 0.3
C -18.17153 -16.31365 11.40596 0.2 0.5 2.3
C -17.83512 -14.96874 11.29252 0.4 -0.6 -2.1
C -17.50242 -14.43328 10.03781 -0.8 -1.3 -0.3
C -17.67096 -15.27410 8.92134 0.2 0.1 0.8
H -18.56278 -18.16715 10.36710 -0.1 -0.7 0.2
H -18.28846 -16.63664 12.48471 -0.2 -0.1 -1.6
H -17.82669 -14.36723 12.13757 0.2 1.0 1.5
H -17.16304 -13.41569 9.85297 -0.2 -0.2 0.3
H -17.43282 -14.85590 7.97221 0.0 0.0 -0.8
F -24.87464 -15.73628 9.09326 -2.7 1.9 -0.8
C -23.98164 -16.41301 9.71987 2.6 -0.8 1.1
C -23.94773 -16.53829 11.10967 -0.9 0.7 -1.5
C -23.00994 -17.34698 11.68497 -0.2 -1.1 1.8
C -22.07999 -17.96305 10.89754 0.4 -0.4 -1.9
C -22.07095 -17.72688 9.47999 1.2 -0.3 1.7
C -22.97105 -16.89598 8.89276 -1.0 -0.4 0.7
H -24.66341 -16.02955 11.71115 -0.7 0.2 0.2
H -23.16634 -17.62090 12.77101 0.7 0.6 -1.3
H -21.40480 -18.69250 11.30692 0.3 0.0 0.1
H -21.28747 -18.12940 8.86185 0.2 -0.4 0.0
H -23.02586 -16.71090 7.83405 0.1 0.1 -0.2
F -13.97378 -11.24842 5.28687 0.0 -0.4 -0.4
C -14.21314 -11.69300 6.52967 -0.4 1.4 0.5
C -14.61550 -10.75094 7.45140 0.2 2.3 -0.5
C -14.78014 -11.09720 8.75776 -1.1 -1.7 0.2
C -14.69995 -12.46916 9.12212 0.0 2.2 1.3
C -14.26627 -13.36766 8.21998 0.0 -0.9 -1.0
C -14.07221 -12.97938 6.89611 0.3 -0.3 0.0
H -14.75891 -9.69429 7.11610 0.2 -1.0 0.3
H -15.18015 -10.39624 9.45541 0.1 0.5 0.4
H -14.94663 -12.75301 10.14247 0.2 0.0 -0.1
H -14.10946 -14.38435 8.52375 -0.1 -0.4 -0.1
H -13.81899 -13.61177 6.10364 0.6 -1.4 -0.8
F -18.04203 -23.96818 5.50799 0.3 -0.6 -0.7
C -18.18833 -23.04122 6.44367 0.6 0.4 1.2
C -17.06777 -22.43684 7.02094 -1.0 -0.2 -1.0
C -17.27085 -21.44931 7.96365 1.7 -0.3 0.9
C -18.50282 -21.18703 8.48121 -1.9 0.1 0.2
C -19.63125 -21.79593 7.89620 1.8 -0.2 -0.2
C -19.44944 -22.75534 6.88689 -1.4 1.5 0.5
H -16.10379 -22.74804 6.68347 0.5 0.0 -0.1
H -16.41118 -20.96993 8.45020 -0.2 -0.2 -0.4
H -18.58745 -20.55146 9.36942 -0.1 0.0 -0.6
H -20.61027 -21.50624 8.18375 -0.7 0.0 0.3
H -20.36439 -23.09694 6.41561 0.4 -0.5 -0.2
C -14.60064 -18.24207 13.65676 2.3 3.2 0.7
C -13.76102 -19.19273 12.93032 1.1 -1.2 -1.3
O -14.69134 -20.22959 12.68764 -0.1 -1.8 -0.3
S -16.06483 -19.64143 12.24438 -1.4 -0.7 0.5
O -17.05270 -20.53612 12.88624 1.8 2.8 -2.1
O -16.04716 -19.27748 10.83771 -0.6 -1.0 1.7
O -15.82968 -18.19366 13.01280 -1.6 -1.3 -0.5
H -14.10305 -17.24114 13.53741 -0.7 -0.6 0.3
H -14.61556 -18.46762 14.70637 -0.7 -0.3 0.6
H -12.90938 -19.64281 13.43745 -0.2 0.2 0.3
H -13.42878 -18.87159 11.94774 0.2 0.6 -0.1
C -21.39014 -13.55713 10.01517 -0.7 0.8 -0.3
C -22.69837 -12.81444 10.39883 -0.6 -1.6 -1.0
O -22.34791 -11.55485 10.87854 1.0 0.7 0.7
S -21.03924 -11.79926 11.78499 -1.6 -1.6 0.3
O -21.44880 -12.44306 13.00553 0.5 0.5 -0.9
O -20.29482 -10.61206 11.80541 0.8 0.8 -0.1
O -20.38644 -12.88702 10.80914 0.2 0.1 0.6
H -21.10577 -13.38004 8.98269 0.0 0.0 -0.1
H -21.48976 -14.63238 10.16993 0.4 0.1 0.5
H -23.23783 -13.39610 11.13076 -0.1 -0.1 0.6
H -23.38151 -12.68539 9.57188 0.1 0.1 -0.4
C -18.27567 -16.70465 4.88580 -0.1 0.8 1.2
C -18.86295 -18.14307 5.04085 -0.8 1.8 2.1
O -20.28681 -17.97967 5.36660 0.7 2.0 -0.5
S -20.66135 -16.35504 5.46061 -0.1 -2.1 -2.2
O -20.55544 -15.96077 6.80727 -0.2 0.5 1.0
O -21.86495 -16.22239 4.69080 1.1 0.5 0.8
O -19.37948 -15.74554 4.66154 -0.7 -1.9 0.4
H -17.61534 -16.59164 4.05081 0.2 -0.1 -0.6
H -17.74573 -16.32976 5.79269 -0.4 -0.6 -0.5
H -18.44835 -18.65731 5.90960 0.3 0.0 -0.3
H -18.77951 -18.69006 4.15757 0.0 -1.0 -1.4

***

2.
108
Properties=species:S:1:pos:R:3:forces:R:3 method="wB97M-V/def2-TZVPD" mol_weight_g_mol=976.430 lumo_ev=-3.05 energy_ha=-3984.2204 total_charge=+1 homo_ev=-10.0550
Pd -0.59270 0.03893 -0.06737 -0.4 1.1 -0.9
O 1.97108 0.08915 -0.27904 -0.5 -0.2 -0.2
P 3.35845 -0.37918 -0.03911 0.6 -0.3 0.2
C 3.37608 -2.11817 0.56860 -0.2 0.1 -0.2
P 1.88710 -2.96586 -0.08022 0.5 0.0 0.1
O 0.66478 -2.34490 0.49566 -0.3 0.1 0.0
C 2.05299 -2.86928 -1.87424 0.0 0.1 0.1
C 3.15166 -3.43879 -2.51655 0.0 0.0 0.0
C 3.32303 -3.27366 -3.87844 0.0 0.0 -0.1
C 2.39538 -2.54530 -4.61123 0.0 0.0 0.0
C 1.30427 -1.96990 -3.97835 0.0 0.0 0.0
C 1.14171 -2.12251 -2.61015 -0.2 0.2 0.2
C 2.03175 -4.70792 0.36852 0.0 0.2 0.0
C 2.19699 -5.01007 1.71927 0.1 0.0 0.1
C 2.22426 -6.32697 2.14246 0.0 0.0 0.0
C 2.07423 -7.35325 1.21917 0.0 0.0 0.0
C 1.89629 -7.05934 -0.12299 0.0 0.0 0.0
C 1.87768 -5.73991 -0.54905 0.0 0.0 -0.1
C 4.37275 -0.38946 -1.53872 -0.1 -0.1 0.1
C 5.60138 -1.04220 -1.62213 0.0 0.0 0.0
C 6.33878 -0.99348 -2.79255 0.0 0.0 0.0
C 5.84926 -0.29754 -3.89047 0.1 0.0 0.0
C 4.62398 0.34205 -3.81684 0.0 0.0 0.0
C 3.88514 0.29666 -2.64451 -0.1 0.0 0.0
C 4.19907 0.63962 1.18958 -0.1 -0.2 -0.1
C 5.57460 0.85356 1.20394 0.0 0.0 0.0
C 6.13750 1.66776 2.17320 0.0 0.0 0.0
C 5.32848 2.27739 3.12177 0.0 0.0 0.0
C 3.95832 2.06868 3.10640 0.0 0.0 0.0
C 3.38899 1.24924 2.14589 0.0 0.0 -0.1
H 3.31840 -2.11673 1.65918 0.0 0.0 0.0
H 4.29003 -2.62916 0.26620 0.0 0.0 0.0
H 3.88293 -4.00964 -1.95591 0.0 0.0 0.0
H 4.18214 -3.70905 -4.36969 0.0 0.0 0.0
H 2.53456 -2.41347 -5.67536 0.0 0.0 0.0
H 0.59301 -1.38340 -4.54382 0.0 0.0 0.0
H 0.32718 -1.61648 -2.09418 0.2 -0.2 -0.1
H 2.30196 -4.21415 2.44642 0.0 0.0 0.0
H 2.36269 -6.55484 3.19007 0.0 0.0 0.0
H 2.09633 -8.38245 1.54884 0.0 0.0 0.0
H 1.77575 -7.85755 -0.84189 0.0 0.0 0.0
H 1.74205 -5.52006 -1.59985 0.0 0.0 0.0
H 5.99607 -1.59084 -0.77567 0.0 0.0 0.0
H 7.29367 -1.49692 -2.84979 0.0 0.0 0.0
H 6.42542 -0.25986 -4.80517 0.0 0.0 0.0
H 4.23975 0.87860 -4.67369 0.0 0.0 0.0
H 2.92057 0.78222 -2.57916 0.0 0.0 0.0
H 6.20954 0.41892 0.44458 0.0 0.0 0.0
H 7.20471 1.84061 2.17760 0.0 0.0 0.0
H 5.76748 2.92854 3.86572 0.0 0.0 0.0
H 3.32402 2.55739 3.83309 0.0 0.0 0.0
H 2.31491 1.12186 2.11083 0.0 -0.1 0.1
S -2.40687 1.35041 -0.42810 -0.2 -0.3 0.0
C -3.68566 0.49128 0.35305 0.3 0.2 0.1
N -4.87308 0.26088 -0.18758 0.1 0.2 0.1
C -5.72973 -0.52001 0.70078 -0.1 -0.1 0.0
C -4.97141 -0.42080 2.03905 0.0 -0.1 0.1
N -3.64818 0.02994 1.60516 0.0 0.0 -0.3
H -5.06478 0.46662 -1.15223 0.0 -0.1 0.0
H -5.77830 -1.54899 0.34254 -0.1 -0.1 0.0
H -6.73710 -0.11162 0.75061 0.0 0.0 0.0
H -4.91275 -1.38377 2.54369 0.0 0.1 0.0
H -5.41508 0.31586 2.71196 0.0 -0.1 0.0
H -2.91660 0.34540 2.22589 0.0 -0.1 0.0
C 3.06626 7.33854 2.10968 0.0 0.1 0.0
C 2.34493 6.06311 1.78784 0.0 -0.1 -0.1
C 2.69351 5.30004 0.67976 0.0 0.0 0.1
C 2.04131 4.11537 0.36482 0.1 0.1 0.0
C 2.52510 3.32571 -0.81695 0.0 -0.1 -0.1
C 1.00879 3.67273 1.20111 0.0 0.0 0.1
C 0.64130 4.41782 2.32456 0.0 0.2 0.0
C -0.48302 4.03036 3.24845 -0.1 0.0 0.1
C 1.31206 5.60682 2.59300 0.0 -0.1 0.0
C 0.36252 2.35572 0.94465 0.1 -0.6 0.7
O 0.11635 1.55232 1.86897 0.1 0.4 0.0
O 0.12385 2.03540 -0.26664 -0.1 -0.7 -0.2
H 3.82646 7.55914 1.36294 0.0 0.0 0.0
H 3.55673 7.27663 3.08158 0.0 0.0 0.0
H 2.37481 8.18040 2.14800 0.0 0.0 0.0
H 3.50803 5.63092 0.04659 0.0 0.0 0.0
H 3.47133 3.73597 -1.16646 0.0 0.0 0.0
H 1.80490 3.34736 -1.63609 0.0 0.0 0.0
H 2.66608 2.27620 -0.55557 0.0 0.2 -0.1
H -1.02577 3.15292 2.90962 0.0 0.1 0.0
H -1.16957 4.87098 3.35115 -0.1 0.0 0.0
H -0.08989 3.81794 4.24311 0.0 -0.1 0.0
H 1.01219 6.18620 3.45900 0.0 0.0 0.0
S -4.23130 -5.35952 -1.39110 -0.1 0.2 0.0
C -3.23495 -3.91529 -1.03467 0.0 -0.1 0.0
C -2.97558 -2.97290 -2.01700 0.0 0.1 0.0
C -2.25093 -1.84344 -1.68231 -0.1 0.2 0.0
N -1.78349 -1.62685 -0.45060 0.4 -0.4 0.3
C -1.98756 -2.56268 0.48505 -0.1 0.1 0.0
C -2.70942 -3.71410 0.23344 0.0 0.1 0.0
C -5.79213 -4.67284 -0.82728 0.0 0.0 0.0
C -6.18688 -4.79420 0.49783 0.1 0.0 0.0
C -7.39400 -4.22699 0.88284 0.1 -0.1 0.1
N -8.19924 -3.57678 0.05283 -0.1 0.1 0.0
C -7.83055 -3.49670 -1.21922 0.1 0.0 -0.2
C -6.64343 -4.02411 -1.71092 0.1 0.0 0.0
H -3.33651 -3.10535 -3.02552 0.0 0.0 0.0
H -2.06380 -1.06133 -2.40777 0.0 0.0 0.0
H -1.55258 -2.37180 1.45361 0.0 0.0 0.0
H -2.84759 -4.44750 1.01296 0.0 0.0 0.1
H -5.57812 -5.33100 1.21128 0.0 0.0 0.0
H -7.72854 -4.30839 1.91034 0.0 0.0 0.0
H -8.51593 -2.98844 -1.88661 0.0 0.0 0.0
H -6.39508 -3.94055 -2.75924 0.0 0.0 0.0

***

3.
110
Properties=species:S:1:pos:R:3:forces:R:3 method="wB97M-V/def2-TZVPD" mol_weight_g_mol=1047.815 e_above_lowest_kj_mol=0.0 lumo_ev=-2.47 energy_ha=-3384.3336 total_charge=+1 homo_ev=-9.3893
Bi -0.77514 -0.70035 -0.40377 -0.1 -0.1 -0.4
C -2.04057 0.25312 -3.36429 0.0 0.0 0.0
C -3.11743 -0.52911 -2.68031 0.1 0.1 0.0
C -4.41394 -0.58599 -3.23206 0.0 0.0 -0.1
C -5.38639 -1.28722 -2.59356 -0.1 0.0 0.0
C -5.09970 -1.96153 -1.38464 -0.1 0.0 0.0
C -6.07899 -2.70102 -0.68351 0.0 0.0 -0.1
C -5.74645 -3.33310 0.47712 0.1 0.0 0.1
C -4.43324 -3.24625 0.98042 -0.1 0.0 0.0
C -3.45906 -2.52577 0.33456 0.1 0.1 0.0
S -1.84256 -2.47141 1.04911 0.0 -0.1 -0.1
C -3.78833 -1.86746 -0.88273 0.1 0.0 0.0
N -2.83151 -1.15051 -1.55231 0.0 0.0 0.2
H -2.43471 0.77193 -4.23416 0.0 0.0 0.0
H -1.23149 -0.40574 -3.68081 0.0 0.0 0.0
H -1.62746 1.00603 -2.68593 0.0 0.0 0.0
H -4.61720 -0.05429 -4.15049 0.0 0.0 0.0
H -6.39039 -1.33688 -2.99717 0.0 0.0 0.0
H -7.08333 -2.75307 -1.08380 0.0 0.0 0.0
H -6.48608 -3.90523 1.02072 0.0 0.0 0.0
H -4.17718 -3.76052 1.89890 0.0 0.0 0.0
C -2.90947 2.88010 4.80076 0.0 0.0 -0.1
N -3.32106 3.24844 3.37494 0.1 0.0 0.1
C -4.70412 2.63923 3.07606 -0.1 0.0 -0.1
N -4.72408 1.25006 3.36264 0.0 -0.1 0.1
C -4.28942 0.97654 4.72696 0.1 0.1 -0.1
N -2.93649 1.47168 4.98719 0.0 0.0 0.0
C -1.92206 0.76134 4.18074 -0.1 0.1 -0.1
P -2.14997 0.91685 2.32345 0.0 -0.1 0.6
C -2.29003 2.77033 2.39762 0.1 0.0 -0.1
C -3.95752 0.47789 2.37696 0.0 0.1 -0.1
H -3.62047 3.37026 5.46604 0.0 0.0 0.0
H -1.91033 3.28557 4.95502 0.0 0.0 0.0
H -3.40741 4.26214 3.29685 0.0 0.0 0.0
H -4.90413 2.82891 2.01935 0.0 0.0 0.0
H -5.41164 3.18648 3.69945 0.0 0.0 0.1
H -4.31440 -0.09761 4.89831 0.0 0.0 0.0
H -4.97698 1.46226 5.42181 0.0 0.0 0.0
H -1.94975 -0.29590 4.44928 0.0 0.0 0.0
H -0.93329 1.13689 4.45500 0.0 0.0 0.0
H -2.52939 3.18468 1.42143 -0.1 0.0 0.0
H -1.31999 3.15567 2.71915 0.0 0.1 0.0
H -4.01965 -0.58205 2.62983 0.0 0.0 0.0
H -4.40334 0.61277 1.39025 0.0 0.0 0.0
N 1.21310 -1.82937 0.92965 0.0 0.1 0.1
C 1.83316 -2.79576 0.88367 0.1 -0.3 -0.1
C 2.58921 -4.01801 0.80597 -0.1 0.3 0.1
C 3.93831 -3.97331 0.46288 0.0 0.0 0.0
C 4.64999 -5.15734 0.38652 0.0 0.0 0.0
C 4.01715 -6.36583 0.65343 0.0 0.0 0.0
C 2.67080 -6.40016 0.98996 0.0 0.0 0.0
C 1.94613 -5.22388 1.06803 -0.1 0.0 0.0
H 4.40940 -3.02345 0.24765 0.0 0.0 0.0
H 5.69789 -5.13906 0.12025 0.0 0.0 0.0
H 4.57907 -7.28868 0.59608 0.0 0.0 0.0
H 2.18231 -7.34482 1.18558 0.0 0.0 0.0
H 0.89042 -5.22996 1.30583 0.0 0.0 0.0
N 5.74794 3.35581 0.82953 0.1 0.0 0.0
C 6.65439 4.28738 0.36153 0.1 -0.1 0.1
C 8.03263 4.41913 0.51705 0.0 0.0 0.0
C 8.61846 5.50238 -0.10319 0.0 0.0 0.0
C 7.86208 6.42229 -0.85465 0.0 0.0 0.0
C 6.50032 6.27930 -1.00521 0.0 0.0 0.0
C 5.88995 5.18811 -0.38380 -0.2 0.1 -0.1
N 4.55524 4.80931 -0.37091 0.1 0.1 0.0
C 4.51840 3.72928 0.35466 -0.2 -0.1 0.0
C 3.28233 2.98211 0.63368 0.1 0.1 0.0
C 2.12980 3.29619 -0.08004 0.0 0.0 0.0
C 0.97431 2.58820 0.18235 -0.1 -0.1 0.1
N 0.89369 1.61235 1.09568 0.1 0.0 -0.1
C 1.99924 1.32320 1.78067 0.0 0.0 -0.1
C 3.20678 1.97513 1.58800 0.0 0.0 0.0
H 5.96190 2.54800 1.38601 0.0 0.0 0.0
H 8.61654 3.71445 1.09421 0.0 0.0 0.0
H 9.68626 5.64960 -0.01200 0.0 0.0 0.0
H 8.36766 7.25749 -1.32022 0.0 0.0 0.0
H 5.91349 6.98165 -1.58161 0.0 0.0 0.0
H 2.15883 4.08189 -0.82221 0.0 0.0 0.0
H 0.06149 2.79457 -0.36933 0.0 0.0 0.0
H 1.91614 0.52398 2.50883 0.0 0.0 0.0
H 4.06243 1.69569 2.18928 0.0 0.0 0.0
B -4.71107 3.27685 -0.63776 0.0 0.0 -0.2
C -3.50435 2.25400 -0.60469 -0.2 0.0 0.5
N -2.66729 1.50103 -0.33110 0.2 0.0 -0.6
H -5.63578 2.69656 -0.09083 0.0 0.0 0.0
H -4.97839 3.58302 -1.77658 0.0 0.0 0.1
H -4.34553 4.23936 0.02140 0.0 0.0 0.0
C 2.79331 0.60177 -4.24211 0.0 0.0 0.0
C 2.68055 0.78118 -2.87580 0.0 0.0 0.0
C 1.87767 -0.06703 -2.11692 0.0 0.0 0.0
C 1.14505 -1.09325 -2.71837 0.0 0.0 0.1
C 1.27529 -1.26948 -4.10242 -0.1 0.0 0.0
C 2.08998 -0.43766 -4.84762 0.0 0.0 0.0
N 0.24459 -1.88372 -1.97106 -0.1 0.1 0.2
C 0.30000 -3.28010 -2.11281 0.0 0.0 0.0
C -0.83238 -4.06787 -1.89712 0.0 0.0 0.0
C -0.76675 -5.44971 -2.00166 0.0 0.0 0.0
C 0.42137 -6.07927 -2.34623 0.0 0.0 0.0
C 1.55008 -5.30291 -2.57565 0.0 0.0 0.0
C 1.49678 -3.92474 -2.44813 0.1 0.0 0.0
H 3.42286 1.25429 -4.83159 0.0 0.0 0.0
H 3.23495 1.57039 -2.38213 0.0 0.0 0.0
H 1.85613 0.06239 -1.03867 0.0 0.0 0.0
H 0.72100 -2.06692 -4.58328 0.0 0.0 0.0
H 2.16863 -0.59206 -5.91626 0.0 0.0 0.0
H -1.77644 -3.59276 -1.66431 0.0 0.0 0.0
H -1.66074 -6.03643 -1.83027 0.0 0.0 0.0
H 0.46332 -7.15541 -2.44895 0.0 0.0 0.0
H 2.48684 -5.77384 -2.84752 0.0 0.0 0.0
H 2.38924 -3.33367 -2.61569 0.0 0.0 0.0